Entry 1:
ORCA calculation (the ωB97M-V functional and the def2-TZVPD basis) on 3 unconnected molecules or ions with the total composition C17H42N2O4PS at a distorted geometry.

charge = +1

Element x y z (Å)
C: -3.584829 -3.231136 3.482185
C: -2.460334 -4.468807 3.503890
C: -0.914572 -3.870139 3.548940
C: -0.744395 -2.898109 2.242488
C: 0.619742 -3.139173 1.362577
C: 1.023262 -4.709708 1.122418
C: 1.283615 -4.920614 -0.482446
C: -0.103765 -4.367749 -1.233855
S: -1.633491 -5.296240 -0.691876
N: -0.199690 -2.857626 -1.159706
P: -1.887326 -2.240268 -1.377569
N: -1.936931 -0.591438 -1.300619
C: 0.516433 -2.224612 0.011003
H: -3.242738 -2.384258 4.215156
H: -4.654876 -3.659733 3.685370
H: -3.634462 -2.738023 2.396291
H: -2.631226 -5.239269 2.613254
H: -2.657695 -5.074928 4.501967
H: -0.090048 -4.689487 3.678304
H: -0.880396 -3.170274 4.511319
H: -0.682433 -1.775875 2.645598
H: -1.647557 -2.920134 1.499939
H: 1.508142 -2.671597 2.009718
H: 2.062689 -4.915812 1.671691
H: 0.268386 -5.487729 1.593192
H: 2.185556 -4.312922 -0.914818
H: 1.376316 -6.080572 -0.673581
H: 0.063569 -4.632031 -2.386232
H: -2.286317 -4.683280 0.388979
H: 0.300641 -2.499845 -2.029110
H: -2.320911 -2.583658 -2.704564
H: -2.793702 -2.678184 -0.333243
H: -2.279119 -0.227408 -2.219715
H: 0.098808 -1.159762 0.301716
H: 1.637781 -2.031153 -0.350135
C: -0.595716 3.722480 1.861686
O: -0.296131 3.474086 0.493433
C: -1.125450 2.449930 -0.064593
C: -2.220606 3.046781 -0.951638
O: -3.183282 3.765537 -0.172843
C: -3.009988 5.174286 -0.271141
H: -0.049468 4.615853 2.176561
H: -1.663889 3.896391 2.015100
H: -0.265518 2.878023 2.474065
H: -1.555988 1.819836 0.723187
H: -0.477528 1.819694 -0.682536
H: -2.759071 2.228940 -1.443371
H: -1.790853 3.684260 -1.732473
H: -3.303326 5.515794 -1.269213
H: -1.977618 5.469084 -0.067375
H: -3.660682 5.652728 0.466136
C: 5.569351 3.544816 -1.830100
O: 4.919870 4.504563 -2.655098
C: 4.087366 3.892045 -3.644954
C: 2.608822 3.989237 -3.261665
O: 2.312775 3.166888 -2.127657
C: 2.173006 3.928145 -0.933831
H: 6.051426 4.072685 -1.002689
H: 4.859990 2.823742 -1.415812
H: 6.338818 3.020333 -2.404545
H: 4.382417 2.849719 -3.816650
H: 4.245577 4.444072 -4.577203
H: 2.004581 3.610032 -4.093354
H: 2.316728 5.029718 -3.080419
H: 1.247591 4.512076 -0.971939
H: 3.025141 4.594302 -0.777899
H: 2.113525 3.235481 -0.089695

Atoms 1-6, force components in eV/Å:
0.6400 -0.3877 -1.1524
-0.2261 -0.0718 0.9410
-1.4942 0.7714 0.1722
1.0109 0.8501 0.1273
-0.0718 0.3980 1.1735
1.5034 0.2501 -0.1653


Entry 2:
ORCA calculation (the ωB97M-V functional and the def2-TZVPD basis) on 2 unconnected molecules or ions with the total composition C6H11N.

structure (SMILES) = [H]/N=C/C=C\C.C=C

Element x y z (Å)
H: -1.513870 2.782369 0.137719
N: -1.292575 1.794133 0.034950
C: -1.008109 1.434305 -1.146830
C: -0.687117 0.067007 -1.504947
C: -0.874238 -1.018562 -0.746035
C: -1.417550 -1.031065 0.633074
H: -0.979302 2.131857 -2.000869
H: -0.285920 -0.052182 -2.504047
H: -0.603434 -1.980537 -1.157840
H: -2.005248 -1.926501 0.808136
H: -2.008526 -0.136012 0.815138
H: -0.590681 -1.025293 1.339668
C: 1.968315 0.370123 0.599689
C: 2.452182 -0.714697 1.166205
H: 1.144052 0.922741 1.022348
H: 2.371368 0.754873 -0.323348
H: 2.057885 -1.104267 2.092014
H: 3.272769 -1.268295 0.734974

Atoms 1-6, force components in eV/Å:
0.0659 -0.0075 -0.3604
0.0064 0.2364 0.4957
-0.0951 0.5947 -0.2409
0.1265 -0.6274 -0.2105
0.0171 0.2705 -0.1168
-0.2987 0.0871 -0.0421


Entry 3:
ORCA calculation (the ωB97M-V functional and the def2-TZVPD basis) on C4H6N4 in the gas phase at a distorted geometry.

structure (SMILES) = C/N=N/c1c[nH]cn1

Element x y z (Å)
C: 3.283871 -0.014811 -0.017896
N: 1.877204 0.412946 -0.009004
N: 1.122883 -0.542420 0.025913
C: -0.277340 -0.199515 0.014999
C: -0.835378 1.035882 -0.007813
N: -2.169369 0.790951 -0.005414
C: -2.369447 -0.575175 -0.030739
N: -1.234627 -1.191267 0.011349
H: 3.593373 0.372725 0.957017
H: 3.366459 -1.129097 -0.050526
H: 3.733342 0.468473 -0.893804
H: -0.443418 2.032545 0.042096
H: -2.856254 1.502234 0.064256
H: -3.376378 -1.016636 -0.030254

Atoms 1-6, force components in eV/Å:
-0.8297 -0.2874 0.2840
0.4632 0.2621 -0.4310
-1.6936 -0.9618 -0.0741
1.1752 -0.6593 0.0291
-0.2793 0.0572 0.3366
-0.4990 -0.5619 -0.2403


Entry 4:
ORCA calculation (the ωB97M-V functional and the def2-TZVPD basis) on a molecular structure, C17H20N2O4S2 at a distorted geometry.

Element x y z (Å)
O: -2.207502 -2.564595 0.444408
C: -2.664092 -1.543135 -0.068339
N: -1.878544 -0.602238 -0.636970
C: -0.615701 -0.907106 -0.667998
N: 0.308810 -0.113334 -1.202261
C: 1.690542 -0.472581 -0.967515
C: 2.305514 0.247408 0.222808
H: 2.624639 1.261082 0.010379
H: 1.671263 0.217865 1.104243
S: 3.742683 -0.826621 0.528537
O: 4.239859 -0.703693 1.866954
O: 4.669582 -0.652026 -0.552870
C: 2.798609 -2.367375 0.290487
C: 1.718527 -1.988502 -0.697941
H: 1.831431 -2.533890 -1.636586
S: 0.009026 -2.414001 -0.052077
H: 2.399883 -2.636829 1.264754
H: 3.462083 -3.146777 -0.068389
H: 2.278411 -0.232033 -1.860709
C: -0.030816 1.171068 -1.782428
C: 0.199921 2.311454 -0.824125
C: -0.514552 2.359389 0.366952
C: -0.301375 3.384165 1.270273
C: 0.626767 4.373856 0.989689
C: 1.337656 4.335484 -0.197167
C: 1.127669 3.306185 -1.099603
H: 1.685726 3.279473 -2.024900
H: 2.059587 5.106371 -0.421168
H: 0.793164 5.174783 1.693949
H: -0.861705 3.414471 2.192859
H: -1.239803 1.586631 0.572706
H: -1.089344 1.114637 -2.049743
H: 0.569099 1.304993 -2.687313
C: -4.155804 -1.251608 -0.064474
C: -4.607388 -0.894987 1.359826
H: -4.083345 -1.478162 2.113218
C: -4.282963 0.597655 1.403450
H: -4.944438 1.149439 2.067667
C: -4.445817 1.032460 -0.062723
H: -3.608558 1.655434 -0.395509
H: -5.378850 1.581573 -0.227163
O: -4.506257 -0.145184 -0.855527
H: -3.254653 0.748683 1.732722
H: -5.680561 -1.061398 1.453956
H: -4.667111 -2.133834 -0.462602

Atoms 1-6, force components in eV/Å:
-0.8818 -0.0728 0.2096
-0.1303 -0.2858 0.0585
0.0672 0.8321 -0.3349
-0.1068 -0.6895 0.1306
0.1304 0.0788 -0.1974
0.0213 0.0940 -0.2799


Entry 5:
ORCA calculation (the ωB97M-V functional and the def2-TZVPD basis) on a gas-phase ion, C6H11N2 (charge +1) at a distorted geometry.

charge = +1
structure (SMILES) = CCCc1c[nH]c[nH+]1

Element x y z (Å)
C: 0.810566 2.631995 -0.871102
C: 0.991743 1.212299 -0.800563
C: -0.280353 0.478516 -0.714537
C: -0.353506 -0.675290 0.111884
C: -1.295736 -1.744882 -0.057137
N: -1.036796 -2.703806 0.905174
C: -0.083878 -2.235679 1.752900
N: 0.170988 -0.980519 1.394663
H: -0.137798 3.152429 -1.444801
H: 1.696265 3.226145 -1.266365
H: 0.702902 3.174571 0.158837
H: 1.708897 0.826705 0.011171
H: 1.533093 0.788698 -1.730424
H: -0.957412 0.271287 -1.717057
H: -1.253671 1.183153 -0.303362
H: -2.005815 -1.795108 -0.891700
H: -1.431066 -3.645583 1.109433
H: 0.230432 -2.728316 2.673977
H: 0.991148 -0.436606 1.679015

Atoms 1-6, force components in eV/Å:
-0.7355 7.0419 0.4621
2.4893 -3.3108 -1.4300
-6.2286 2.3303 -1.1270
-3.7504 -5.1400 2.1746
1.9401 1.3675 -0.8155
0.8033 -0.0532 1.4705


Entry 6:
ORCA calculation (the ωB97M-V functional and the def2-TZVPD basis) on a molecular structure, C3H6BrHfO3 at a distorted geometry.

charge = +3

Element x y z (Å)
Hf: 2.697936 -3.552874 -3.614341
Br: 2.371346 -2.127294 -1.960651
C: 1.376756 -0.517174 -0.755721
O: 0.736876 -0.008044 0.461789
C: -0.506734 0.533016 0.448859
O: -1.135584 0.737126 -0.518581
O: -0.837154 0.866966 1.665249
C: -2.140604 1.397766 1.831979
H: 0.806806 -1.273014 -1.296071
H: 2.303276 -1.042204 -0.523341
H: 1.501576 0.354266 -1.398451
H: -2.883924 0.949036 1.173019
H: -1.888234 2.433956 1.606769
H: -2.402334 1.248466 2.879499

Atoms 1-6, force components in eV/Å:
0.5061 -2.1566 -2.4455
2.6944 -2.9611 -2.6364
-2.7412 3.5638 3.6645
1.2862 -1.2483 -0.7677
1.7105 -0.4423 0.4730
-1.2554 0.1215 -2.3034


Entry 7:
ORCA calculation (the ωB97M-V functional and the def2-TZVPD basis) on C2H6N2OS in the gas phase at a distorted geometry.

structure (SMILES) = NNC(=S)CO

Element x y z (Å)
N: -2.297151 -0.556266 -0.129669
N: -0.937193 -1.037653 -0.155711
C: 0.062537 -0.197227 0.162166
S: -0.241768 1.387413 0.089863
C: 1.317891 -0.817354 0.412913
O: 2.317132 -0.170881 -0.500045
H: -2.217396 0.344785 0.527390
H: -2.501597 -0.153495 -1.048608
H: -0.701609 -1.998013 0.164788
H: 1.321553 -2.062713 0.386983
H: 1.550253 -0.569098 1.570827
H: 2.237866 0.851900 -0.491650

Atoms 1-6, force components in eV/Å:
1.0532 1.0104 1.6237
-0.4119 -0.6209 0.8442
-2.8940 -0.2232 -1.4974
0.6467 1.9829 0.3705
4.0318 -0.8342 2.1685
-0.7553 0.0225 1.1912


no.,electronic energy (eV),highest occupied orbital energy (eV)
1,-49589.3895,-10.69
2,-7888.4343,-9.29
3,-10204.1429,-8.88
4,-50794.1586,-9.27
5,-9372.3142,-13.30
6,-80654.7261,-20.16
7,-18031.8313,-8.91